1.
Computed, not measured: 9 unconnected molecules or ions with the total composition C34H51O18 in a non-equilibrium geometry, with ωB97M-V with the def2-TZVPD basis set.

As for the multiplicity: 1. The calculation puts the energy above the lowest of the compared OMol25 structures with the same formula, charge and spin at 283.7 kJ/mol. The calculation puts the HOMO energy at -3.7 eV. Its total charge is -1.

XYZ file:
```
103
Properties=species:S:1:pos:R:3:forces:R:3:lowdin_charge:R:1
C 0.004 -0.222 -1.299 0.4558 -0.9308 1.0144 -0.065
C 0.258 -0.299 -2.807 -0.6110 0.5150 0.2700 -0.907
O -0.379 -1.114 -3.444 -2.4092 -2.9137 -0.4491 -0.081
O 1.032 0.461 -3.348 2.8423 2.9221 -0.1709 -0.079
H 0.714 0.339 -0.691 -0.0109 0.6528 -0.3719 0.042
H 0.178 -1.236 -0.938 -0.2429 -0.3815 0.0559 0.044
H -1.021 0.009 -1.012 -0.0567 0.2080 -0.2724 0.049
O -5.759 5.074 3.274 0.8306 -2.5777 1.9690 0.062
C -5.319 4.031 3.801 -2.8623 3.6519 -1.0584 -0.509
O -4.392 3.371 3.202 2.7723 -2.8291 -1.7090 0.055
C -4.024 2.117 3.896 -0.8326 0.4474 1.7066 -0.086
C -4.450 2.524 5.314 0.2480 -0.5291 0.3503 -0.181
C -5.696 3.288 5.062 -0.6156 1.9282 -0.1829 -0.106
H -2.959 1.886 3.859 -0.1640 0.4440 -0.5895 0.127
H -4.610 1.235 3.639 -0.0983 0.3226 -0.9731 0.126
H -3.649 3.190 5.636 -0.2043 -0.0138 0.6726 0.125
H -4.757 1.794 6.064 1.0524 -0.5854 -0.1689 0.121
H -5.938 3.984 5.865 -0.1707 -0.0119 -0.1169 0.129
H -6.577 2.684 4.843 0.0468 -0.2202 0.0522 0.136
O 8.420 0.207 3.799 -1.0117 0.0817 -0.5914 0.110
C 7.433 0.810 3.459 0.0756 -0.4598 0.9940 -0.453
O 6.244 0.231 3.072 1.4827 -0.8251 0.7082 0.017
C 5.278 1.217 2.715 -0.2228 -1.4982 -0.7643 -0.178
C 5.748 2.467 3.276 0.5784 2.8582 0.6347 -0.192
C 7.220 2.290 3.464 1.0020 0.6548 -0.4780 -0.094
H 4.334 0.940 3.184 -0.1124 -0.3114 -0.7361 0.134
H 5.327 1.229 1.626 -0.8780 0.0078 -0.0338 0.142
H 5.270 2.707 4.225 -0.1375 0.1533 -0.1367 0.124
H 5.685 3.286 2.559 -0.9002 0.1678 0.3124 0.126
H 7.668 2.873 4.269 -0.0753 -0.6088 0.3523 0.131
H 7.733 2.701 2.594 0.1897 -0.2297 -0.2892 0.133
O -5.941 -5.981 0.101 1.7551 -0.0594 2.1616 0.100
C -5.211 -5.663 1.031 -2.1173 0.4981 -0.4004 -0.444
O -4.900 -6.425 2.129 -0.9904 -1.1378 -1.0044 0.007
C -3.901 -5.807 2.936 0.2217 -0.8885 0.0967 -0.195
C -4.112 -4.350 2.742 -0.1429 0.3387 -0.4214 -0.166
C -4.596 -4.316 1.280 1.2037 0.3096 0.8723 -0.066
H -2.965 -6.224 2.567 0.3793 0.3562 0.1982 0.129
H -4.039 -6.078 3.983 -0.0825 -0.3967 -0.1784 0.126
H -3.184 -3.790 2.865 -0.2519 0.1979 0.2275 0.120
H -4.882 -4.066 3.458 0.0463 0.5048 -0.1256 0.118
H -3.646 -4.406 0.753 -0.0790 0.7356 -0.8066 0.136
H -5.174 -3.415 1.075 0.0655 -0.4518 -0.6585 0.135
O 2.402 7.229 -0.197 -2.6378 0.4975 -0.3588 0.086
C 1.251 7.179 -0.611 1.5629 -0.6585 -0.3566 -0.415
O 0.130 7.609 0.068 1.5404 -0.1435 0.2357 0.014
C -1.052 7.215 -0.604 -0.5252 -0.5552 -0.3782 -0.186
C -0.663 6.184 -1.621 0.8837 -0.7575 -2.1145 -0.167
C 0.819 6.494 -1.943 -0.3824 0.2597 1.2081 -0.060
H -1.464 8.071 -1.138 -0.1501 0.1842 0.3276 0.125
H -1.781 6.768 0.072 0.1179 0.5366 0.3779 0.130
H -1.282 6.290 -2.512 -0.0366 0.0599 -0.0416 0.110
H -0.728 5.119 -1.395 -0.2246 0.1989 0.8015 0.121
H 0.948 7.132 -2.817 0.0272 0.2954 0.2299 0.117
H 1.452 5.619 -2.092 -0.1634 0.0270 0.0731 0.123
O 3.389 -8.560 5.022 -0.4123 1.7177 -0.2935 0.093
C 3.242 -7.391 4.701 0.9699 -2.4635 -0.5150 -0.500
O 3.931 -6.408 5.269 0.2617 0.4132 1.1128 0.028
C 3.484 -5.113 4.845 -0.0523 -0.0144 -0.8699 -0.129
C 2.209 -5.421 4.028 -0.0578 0.6212 -0.5116 -0.149
C 2.456 -6.834 3.540 -0.9682 -0.7692 1.2400 -0.085
H 4.271 -4.688 4.222 0.0107 0.0650 -0.0306 0.126
H 3.369 -4.482 5.726 -0.2415 -0.1313 -0.0918 0.124
H 1.972 -4.783 3.177 0.4300 0.4541 0.2455 0.117
H 1.334 -5.375 4.676 0.0037 -0.2399 0.0883 0.115
H 3.027 -6.993 2.625 -0.0014 0.3703 0.0062 0.137
H 1.530 -7.408 3.502 0.0660 -0.0101 -0.3967 0.125
O -7.005 1.337 -0.845 -0.0232 0.5463 -1.7795 0.098
C -6.731 1.781 -1.938 1.5417 0.4262 0.5504 -0.414
O -5.818 1.152 -2.781 -0.8386 0.3959 0.9795 -0.002
C -5.491 1.967 -3.911 -1.5612 0.0048 -0.5718 -0.147
C -6.715 2.929 -4.057 0.9703 0.3038 0.6533 -0.159
C -7.105 3.160 -2.595 -0.5623 -1.6953 -0.1776 -0.079
H -5.446 1.303 -4.774 0.3586 0.0484 0.1032 0.123
H -4.544 2.487 -3.765 -0.0498 -0.0476 0.1187 0.127
H -7.550 2.478 -4.593 0.2388 -0.1281 -0.1151 0.111
H -6.424 3.866 -4.532 -0.0910 -0.1132 -0.1997 0.106
H -8.187 3.247 -2.490 0.1185 0.4432 0.2421 0.114
H -6.568 3.995 -2.146 -0.0852 -0.2275 0.2557 0.123
O 8.609 4.010 -2.783 -1.7748 1.5403 -3.3462 0.054
C 7.939 4.366 -3.785 1.7485 -1.8985 4.2239 -0.455
O 7.046 3.510 -4.300 -0.3020 -0.7417 0.0343 0.037
C 6.419 4.076 -5.450 -0.2501 0.5131 0.1815 -0.154
C 6.542 5.543 -5.161 0.8899 1.1211 -1.7346 -0.175
C 7.891 5.675 -4.527 0.6833 -0.6845 1.8072 -0.093
H 5.341 3.926 -5.517 0.2339 -1.1377 0.1496 0.134
H 6.963 3.705 -6.318 -0.2380 0.1909 -0.2123 0.132
H 5.757 5.820 -4.457 0.0434 0.3179 -0.2443 0.133
H 6.572 6.115 -6.089 -0.8434 0.2566 0.0715 0.120
H 7.990 6.478 -3.797 0.0872 0.0259 -0.1830 0.130
H 8.805 5.615 -5.118 -0.2827 0.4773 -0.7100 0.136
O -0.512 -6.213 -6.043 0.0111 -2.1549 2.8169 0.085
C -0.544 -6.892 -5.007 -0.3956 2.4320 -2.9007 -0.427
O 0.539 -7.588 -4.573 0.1561 0.3772 -0.1602 0.023
C 0.299 -8.179 -3.312 -1.9533 0.0248 0.9789 -0.156
C -1.033 -7.538 -2.818 -0.2498 -0.4290 -0.0828 -0.168
C -1.736 -7.104 -4.060 1.1702 0.7774 -1.3969 -0.096
H 1.043 -7.930 -2.555 0.4813 -0.2900 -0.5835 0.122
H 0.129 -9.248 -3.438 0.5245 -0.1135 0.0367 0.120
H -0.789 -6.626 -2.274 -0.2165 -0.2849 0.4778 0.121
H -1.761 -8.197 -2.344 0.7485 -0.0891 0.9230 0.115
H -2.300 -6.187 -3.885 -0.0120 -0.1084 -0.5094 0.133
H -2.336 -7.850 -4.580 -0.2648 -0.1322 0.3541 0.128
```
Forces are in eV/Å.

2.
Computed, not measured: a single C4H8N2O2 molecule in a non-equilibrium geometry, with ωB97M-V with the def2-TZVPD basis set.

As for the multiplicity: 1. The calculation puts the energy above the lowest of the compared OMol25 structures with the same formula, charge and spin at 156.3 kJ/mol. The calculation puts the HOMO energy at -9.2 eV. The SMILES is CNCC(=O)NC=O.

XYZ file:
```
16
Properties=species:S:1:pos:R:3:forces:R:3:lowdin_charge:R:1
C 1.693 -1.846 0.825 -0.0966 0.2322 -0.7612 -0.129
N 1.045 -1.245 -0.368 0.3868 -0.0543 0.9834 -0.116
C 0.874 0.214 -0.180 1.1361 -0.7708 -0.0538 -0.152
C -0.567 0.566 0.130 0.5814 -1.0684 -1.5141 -0.473
O -1.218 -0.150 0.859 -0.2617 0.4292 0.4380 0.074
N -1.125 1.544 -0.636 -1.7028 -0.0415 0.2367 0.128
C -2.556 1.723 -0.609 1.2638 0.4117 0.4392 -0.255
O -3.012 2.820 -0.718 -0.5172 -0.0427 -0.4249 0.086
H 1.744 -2.924 0.664 0.0417 0.1015 0.2644 0.078
H 1.146 -1.588 1.728 -0.1377 -0.2544 0.3213 0.072
H 2.704 -1.445 0.929 0.0164 -0.1345 -0.1197 0.074
H 0.152 -1.721 -0.447 -0.0714 0.4135 -0.1039 0.094
H 1.378 0.654 -1.048 -0.8442 0.6015 -0.0443 0.113
H 1.502 0.536 0.662 -0.2251 -0.0871 0.0687 0.121
H -0.641 2.068 -1.342 0.4224 0.1897 0.2083 0.145
H -3.119 0.795 -0.450 0.0081 0.0743 0.0619 0.140
```
Forces are in eV/Å.

3.
Computed, not measured: a molecular structure, C17H29BF4NO2P2Sc in a non-equilibrium geometry, with ωB97M-V with the def2-TZVPD basis set.

As for the multiplicity: 1. The calculation puts the energy above the lowest of the compared OMol25 structures with the same formula, charge and spin at 446.7 kJ/mol. The calculation puts the HOMO energy at -7.0 eV.

XYZ file:
```
57
Properties=species:S:1:pos:R:3:forces:R:3:lowdin_charge:R:1
C 2.316 -3.619 0.874 0.3365 -0.5977 -0.1200 -0.033
C 1.572 -2.431 0.998 -0.3129 0.7732 0.4878 -0.352
N 1.019 -1.930 -0.155 0.6475 -0.8944 0.0284 -0.033
C 1.122 -2.508 -1.360 0.4264 -0.9479 0.0249 -0.309
C 1.865 -3.666 -1.492 -0.3516 0.3467 -0.8048 -0.044
C 2.468 -4.221 -0.360 -0.0409 0.3314 0.7330 -0.048
C 1.421 -1.698 2.231 0.0341 -0.7297 0.4054 -0.316
P 0.277 -0.355 2.438 0.8110 -0.3941 -0.9606 0.745
Sc -0.106 -0.251 0.032 -4.1252 2.3352 0.7073 0.506
P -0.153 -0.164 -2.430 0.4050 0.1758 0.9547 0.830
C 0.294 -1.945 -2.513 0.0559 -0.2854 -0.6398 -0.236
C -1.250 1.962 0.354 3.3794 -1.8070 -0.4912 -0.166
C -2.531 1.819 0.810 -1.5353 1.4947 0.5620 -0.165
C -3.420 2.922 0.751 0.5512 -1.4412 0.9398 -0.064
C -2.887 4.127 0.361 -0.0675 -0.1412 0.0277 -0.092
C -1.569 4.225 -0.094 0.0798 0.1894 -0.3882 -0.109
C -0.726 3.140 -0.211 -0.9292 -0.8531 1.5484 -0.130
O 3.772 -0.161 1.418 0.2265 -0.4817 0.4178 -0.091
O 3.529 0.298 -1.220 0.3070 0.2227 0.5521 -0.123
H 2.750 -4.034 1.776 0.0364 -0.0848 -0.1640 0.112
H 1.937 -4.126 -2.470 0.0973 -0.0751 0.1126 0.109
H 3.049 -5.133 -0.445 -0.0675 0.0830 -0.0005 0.111
C -1.224 -0.793 3.299 -0.2261 -0.1725 0.8814 -0.239
C 1.032 1.013 3.292 0.1581 0.1935 0.8733 -0.244
H 0.809 -2.110 -3.469 -0.0700 -0.3239 0.1717 0.099
H -0.665 -2.492 -2.547 0.3319 0.1023 -0.0169 0.112
H 2.992 -0.677 1.770 0.1346 0.1633 -0.0951 0.000
H 1.752 -2.202 3.143 0.1711 -0.1398 -0.3197 0.068
C -1.761 0.047 -3.155 -0.3465 -0.0423 -0.7652 -0.228
C 1.064 0.777 -3.301 0.3049 0.0985 -1.1130 -0.245
H -3.039 0.849 1.188 2.2859 1.8256 0.2761 0.123
H -4.456 2.718 1.074 0.5810 0.7916 -0.2888 0.122
H -3.531 4.971 0.433 -0.1316 0.8132 -0.2005 0.089
H -1.166 5.158 -0.367 0.0668 1.3745 -0.4071 0.078
H 0.335 3.156 -0.558 -1.0977 0.4223 0.1846 0.087
H 1.159 1.165 0.195 0.7973 -0.0365 -0.5166 0.089
H 3.862 1.211 -1.208 -0.1323 -0.4702 -0.0495 0.054
H 3.665 -0.003 -0.277 -0.0570 0.2766 -0.7148 -0.003
H 4.537 -0.682 1.709 -0.2160 0.2865 -0.1414 0.073
H 1.491 0.607 -0.257 1.1284 1.6752 0.4486 0.065
H -0.936 -1.070 4.317 -0.4277 -0.1085 0.1287 0.047
H -1.906 0.064 3.321 0.1515 -0.1025 0.0222 0.052
H -1.730 -1.631 2.809 0.1736 0.1299 0.0718 0.059
H 1.175 0.696 4.329 0.2256 0.3885 0.1164 0.049
H 1.995 1.265 2.838 -0.1978 -0.1063 0.0954 0.041
H 0.370 1.886 3.256 0.0826 -0.1894 0.0051 0.055
H 1.014 0.470 -4.349 0.4136 0.3206 -0.1908 0.051
H 0.831 1.845 -3.213 -0.0095 -0.2162 -0.0268 0.060
H 2.052 0.587 -2.868 -0.2242 -0.0479 -0.1366 0.027
H -1.687 -0.222 -4.209 -0.3459 0.0627 -0.1922 0.054
H -2.515 -0.565 -2.651 0.2818 0.0763 -0.0320 0.054
H -2.068 1.093 -3.050 0.1124 -0.1794 -0.0105 0.067
F -1.905 -0.210 -0.201 0.7765 -1.7587 -0.6866 -0.364
B -3.895 0.293 -0.087 -1.0028 -1.5649 -1.1252 -0.994
F -4.761 0.516 0.940 -1.0477 0.1168 -0.3415 0.172
F -3.890 1.075 -1.197 -0.4641 -0.7005 0.4320 0.215
F -3.747 -1.056 -0.245 -2.1445 -0.1771 -0.2695 0.157
```
Forces are in eV/Å.

4.
Computed, not measured: a molecular structure, C23H23AsBaP in a non-equilibrium geometry, with ωB97M-V with the def2-TZVPD basis set.

As for the multiplicity: 1. The calculation puts the energy above the lowest of the compared OMol25 structures with the same formula, charge and spin at 0.0 kJ/mol. The calculation puts the HOMO energy at -0.2 eV. Its total charge is -1.

XYZ file:
```
49
Properties=species:S:1:pos:R:3:forces:R:3:lowdin_charge:R:1
C 0.669 0.349 -4.077 1.8438 -4.1052 -0.0356 -0.433
C 0.100 0.130 -5.380 0.9122 0.2805 0.7299 -0.368
C -0.591 -1.133 -5.505 2.8449 0.5956 1.7558 -0.330
C -0.142 -1.942 -4.316 -1.9818 -0.8528 -0.7117 -0.315
C 0.461 -1.173 -3.283 1.3347 1.6908 -3.0794 -0.282
Ba -2.018 0.216 -3.470 -1.8379 0.2376 0.4034 0.482
P 0.036 2.110 -1.976 -0.7572 1.3653 -0.3741 0.442
H 1.634 0.955 -3.876 -2.0638 -0.8288 -0.2737 0.072
H 0.243 0.890 -6.212 -0.5832 -0.9961 1.2256 0.102
H -1.064 -1.359 -6.461 -0.0139 -0.5995 0.6810 0.068
H 1.021 -1.604 -2.367 -1.2918 1.0576 -1.6826 0.067
H -0.516 -3.079 -4.244 0.9710 2.7247 0.1619 0.117
H -0.879 2.879 -1.176 0.5807 -0.0113 -0.0509 -0.139
H 0.248 3.111 -2.982 -0.0009 0.0698 0.3698 -0.131
H 1.201 2.401 -1.217 0.1928 0.0176 -0.0219 -0.145
C -0.865 3.729 3.269 -1.1070 0.9088 1.3033 -0.133
C 0.397 3.505 2.763 1.7107 -0.7836 -0.9809 -0.116
C 0.704 2.371 1.961 -1.6657 0.1754 0.2547 -0.104
C -0.360 1.449 1.675 0.3590 0.5723 0.1755 -0.372
C -1.601 1.566 2.329 0.5378 1.3714 0.5635 -0.086
C -1.837 2.741 3.129 -0.0731 -1.5584 -0.8411 -0.092
As -0.104 0.135 0.208 -0.5866 1.0113 0.7885 1.230
C 1.585 -0.427 0.910 0.0541 -0.9672 -0.8035 -0.430
C 2.609 -0.538 -0.054 -0.3010 0.3318 0.1825 -0.114
C 3.899 -0.691 0.415 1.3014 -0.1125 0.0254 -0.111
C 4.224 -0.830 1.765 -1.6310 -0.2727 0.6367 -0.083
C 3.145 -0.885 2.668 -0.7094 0.2877 -0.1628 -0.077
C 1.805 -0.667 2.264 1.6804 0.0913 -0.5244 -0.117
C -1.408 -1.131 0.776 -0.7095 0.3231 -0.1860 -0.441
C -0.986 -2.284 1.412 -0.7683 -0.4482 -0.0193 -0.116
C -1.935 -3.302 1.626 -0.1881 0.7122 -0.6730 -0.088
C -3.266 -3.180 1.159 1.5529 -0.0021 0.9967 -0.091
C -3.655 -1.960 0.610 -0.0620 0.0466 0.1592 -0.125
C -2.769 -0.898 0.409 0.5123 -0.7151 0.4973 -0.161
H -1.107 4.684 3.875 0.5228 -1.7496 -1.0773 0.125
H 1.221 4.197 2.976 -0.4395 -0.1105 -0.1087 0.097
H 1.713 2.195 1.535 -0.7876 0.3258 0.3585 0.101
H -2.358 0.759 2.235 0.5067 0.9030 0.0546 0.091
H -2.804 2.801 3.626 0.1977 0.2679 -0.0988 0.092
H 2.425 -0.453 -1.164 0.0575 0.0521 1.4692 0.100
H 4.726 -0.689 -0.273 0.1128 -0.0405 -0.3829 0.094
H 5.239 -0.954 2.154 -0.3292 0.0932 -0.4449 0.101
H 3.291 -1.055 3.720 0.3600 -0.0570 0.2818 0.089
H 0.972 -0.630 2.969 0.4063 0.0135 -0.1181 0.113
H 0.074 -2.359 1.725 -0.9392 -0.2948 -0.2312 0.089
H -1.586 -4.166 2.139 -0.0660 -0.7994 0.2636 0.078
H -3.951 -4.020 1.347 0.1777 0.6352 -0.3107 0.101
H -4.688 -1.844 0.357 -0.4625 0.2005 -0.2989 0.085
H -3.155 0.083 0.031 0.6261 -1.0572 0.1540 0.065
```
Forces are in eV/Å.